[1]
Computed, not measured: a structure of composition C18H25CaNO6P2S, with ωB97M-V/def2-TZVPD.

Atoms and positions in Å:
C 2.93 -1.44 1.51
C 2.82 -0.05 2.31
N 1.53 0.16 3.03
C 0.37 0.11 2.15
C -0.81 -0.66 2.49
C -0.97 -1.51 3.83
C -0.87 -0.51 5.12
C -2.31 -0.02 5.64
S -3.06 1.27 4.50
C -2.06 -0.69 1.48
O -3.21 -0.90 1.92
C -1.76 -0.41 -0.08
C -2.70 -0.95 -1.22
O -3.87 -1.70 -0.95
C -2.32 -0.59 -2.67
C -1.07 0.28 -3.08
P -0.86 0.57 -4.93
O 0.58 0.66 -5.42
O -1.86 1.86 -5.36
O -1.53 -0.83 -5.69
C -0.14 0.84 -1.96
P 1.37 1.96 -2.39
C 0.85 3.26 -3.71
C 2.79 0.87 -3.09
C 2.86 -0.57 -2.37
C -0.48 0.48 -0.48
C 0.39 0.97 0.79
O 1.07 2.01 0.78
H 1.96 -1.79 1.00
H 3.70 -1.27 0.66
H 3.40 -2.28 2.15
H 3.63 -0.08 3.12
H 3.12 0.79 1.60
H 1.49 -0.53 3.78
H -2.03 -1.95 3.89
H -0.23 -2.37 3.93
H -0.31 -0.99 5.99
H -0.33 0.45 4.77
H -3.02 -0.91 5.79
H -2.16 0.51 6.65
H -4.44 1.25 4.66
H -3.59 -2.60 -0.68
H -3.02 -0.97 -3.50
H -2.44 2.02 -4.57
H -0.81 -1.50 -5.55
H -0.27 3.15 -3.88
H 1.03 4.33 -3.32
H 1.43 3.08 -4.68
H 2.80 0.83 -4.23
H 3.75 1.43 -2.78
H 3.55 -1.24 -3.00
H 3.38 -0.43 -1.35
H 1.85 -1.08 -2.23
Ca -0.12 -2.31 -0.36

charge	+2
E_HOMO	-13.3	eV
total energy	-2964.78725	a.u.

***

[2]
Computed, not measured: a cluster of 7 separate species, C18H25Cl18OP in total, with ωB97M-V/def2-TZVPD.

Atoms and positions in Å:
C -2.60 3.59 0.02
O -2.07 2.59 -0.81
C -1.84 1.37 -0.11
C -1.68 0.18 -1.04
C -0.86 0.49 -2.31
P 0.70 1.36 -1.83
C 1.50 2.07 -3.33
C 1.88 0.02 -1.25
C 2.40 0.43 0.12
C 1.65 0.13 1.25
C 2.10 0.54 2.49
C 3.27 1.26 2.59
C 4.05 1.54 1.47
C 3.59 1.13 0.22
H -2.48 3.35 1.09
H -3.67 3.74 -0.14
H -2.09 4.54 -0.13
H -2.73 1.18 0.51
H -0.99 1.49 0.58
H -2.66 -0.18 -1.36
H -1.17 -0.60 -0.46
H -0.67 -0.45 -2.84
H -1.47 1.14 -2.94
H 2.05 2.95 -2.99
H 0.77 2.43 -4.07
H 2.23 1.40 -3.79
H 1.34 -0.92 -1.13
H 2.73 -0.05 -1.94
H 0.72 -0.41 1.12
H 1.49 0.32 3.36
H 3.62 1.63 3.55
H 4.96 2.11 1.57
H 4.13 1.34 -0.70
Cl -2.34 -5.81 -2.10
C -2.55 -4.06 -2.10
Cl -2.41 -3.41 -0.47
Cl -1.39 -3.28 -3.19
H -3.55 -3.84 -2.47
Cl -4.34 -0.71 1.99
C -5.58 0.52 2.27
Cl -5.16 2.03 1.45
Cl -7.16 -0.06 1.74
H -5.63 0.72 3.33
Cl 6.46 4.03 3.40
C 6.67 3.31 4.99
Cl 5.10 2.94 5.72
Cl 7.67 1.87 4.90
H 7.17 4.03 5.63
Cl -4.63 -1.49 -3.68
C -4.92 0.26 -3.72
Cl -4.79 0.95 -2.11
Cl -3.81 1.06 -4.84
H -5.93 0.42 -4.08
Cl -4.05 -8.94 0.46
C -5.25 -7.67 0.76
Cl -4.73 -6.15 0.05
Cl -6.83 -8.15 0.15
H -5.33 -7.54 1.83
Cl 6.42 0.46 0.80
C 7.79 -0.65 0.63
Cl 8.97 -0.04 -0.53
Cl 8.55 -0.95 2.19
H 7.40 -1.59 0.26

SMILES string	COCCCP(C)Cc1ccccc1.ClC(Cl)Cl.ClC(Cl)Cl.ClC(Cl)Cl.ClC(Cl)Cl.ClC(Cl)Cl.ClC(Cl)Cl
charge	0
E_HOMO	-7.5	eV
total energy	-9400.83798	a.u.